[1]
C7H12BrClO3S | ωB97M-V/def2-TZVPD

Geometry (Å):
C  -0.3155  0.3977  -0.2697
C  -1.9923  -0.5730  1.3151
C  -0.4885  -2.0170  -0.0813
C  -2.3341  -0.7106  -1.1818
C  1.9440  2.7470  0.1412
C  -1.3106  -0.7155  -0.0483
C  2.3038  -0.3178  -0.6165
O  -0.1312  1.0089  -1.2813
O  0.4222  0.6703  0.8556
O  2.5788  0.8804  1.9241
S  2.0107  0.9815  0.6233
Cl  2.8794  0.5826  -2.0369
Br  3.7465  -1.3404  0.1598
H  -1.2530  -0.5283  2.1100
H  -2.5982  0.3296  1.3522
H  -2.6368  -1.4316  1.4874
H  0.1007  -2.0808  -0.9915
H  0.1864  -2.0672  0.7689
H  -1.1663  -2.8660  -0.0415
H  -1.8376  -0.8653  -2.1361
H  -3.0610  -1.5048  -1.0293
H  -2.8572  0.2438  -1.2216
H  1.5313  3.2723  0.9927
H  2.9593  3.0667  -0.0548
H  1.3192  2.8377  -0.7397

Computed properties:
multiplicity	3
DFT total energy	-3931.80949	a.u.
E_LUMO (spin up / spin down)	0.470 / -2.218	eV


[2]
C4H8O | ωB97M-V/def2-TZVPD

Geometry (Å):
O  -0.1212  -1.4347  -2.2846
C  -0.2872  -1.1831  0.9203
C  0.0083  0.0794  0.6633
C  1.0176  1.1411  0.5984
C  -0.4400  1.4017  0.2124
H  -1.0771  -1.4924  -2.1661
H  0.4683  -1.8874  1.2609
H  -1.3013  -1.5607  0.8056
H  0.2024  -1.3329  -1.3776
H  1.3777  1.5702  1.5315
H  1.7650  1.1049  -0.1917
H  -1.0422  2.0037  0.8900
H  -0.6782  1.5348  -0.8417

Computed properties:
ΔE to the lowest compared entry with this formula, charge and spin	1.9556	eV
multiplicity	1
DFT total energy	-232.37377	a.u.
E_LUMO	0.988	eV
SMILES	C=C1CC1.O


[3]
C17H17BCl2F2N5O6S2Ti | ωB97M-V/def2-TZVPD

Geometry (Å):
Ti  0.3908  -1.2564  1.0994
Cl  2.7058  -3.6647  4.6482
C  1.4017  -2.5985  4.8324
C  0.9152  -2.3547  6.1434
C  -0.1079  -1.4845  6.3340
Cl  -0.6026  -1.1567  7.9501
C  -0.7652  -0.8298  5.1993
C  -1.8516  0.0775  5.2939
C  -2.4182  0.5476  4.1129
C  -1.9202  0.1048  2.8849
N  -0.8532  -0.6886  2.7911
C  -0.2790  -1.1375  3.9478
C  0.8126  -2.0357  3.7374
O  1.1522  -2.1778  2.4506
H  1.3560  -2.8046  7.0135
H  -2.2618  0.4320  6.2306
H  -3.2653  1.2376  4.0939
H  -2.4430  0.4008  1.9625
C  3.7474  0.6107  -4.8956
C  2.3062  0.2536  -4.6059
S  1.3189  1.6039  -4.0951
O  1.6022  1.8511  -2.6834
O  1.3527  2.7051  -5.0367
C  -0.3256  0.8894  -4.1680
C  -1.3030  1.6555  -3.3019
N  -1.1366  1.3530  -1.8517
C  -1.1381  0.1429  -1.2347
N  -0.8028  0.2171  0.0404
C  -0.5732  1.5802  0.2438
C  -0.8058  2.2677  -0.8724
N  -0.8224  3.7210  -0.9181
O  -1.2554  4.2473  -1.9238
O  -0.4612  4.2761  0.0837
C  -1.5243  -1.1581  -1.8816
H  4.2966  -0.2861  -5.2307
H  4.2825  0.9029  -3.9710
H  3.8880  1.4213  -5.6139
H  2.2304  -0.4353  -3.7601
H  1.8430  -0.1021  -5.5281
H  -0.3162  -0.1514  -3.8138
H  -0.6819  0.8732  -5.1902
H  -2.3214  1.3222  -3.5123
H  -1.2178  2.7185  -3.3559
H  -0.3575  1.9762  1.2360
H  -2.0865  -0.9979  -2.8138
H  -2.1921  -1.7272  -1.2233
H  -0.6459  -1.6922  -2.2028
F  -2.5071  -2.3562  0.8823
B  -1.2589  -2.8085  0.6146
F  -1.0672  -3.9353  -0.0171
O  1.8702  0.4193  0.7580
S  2.4828  -0.3880  -0.3454
N  1.6135  -1.5810  -0.5373

Computed properties:
ΔE to the lowest compared entry with this formula, charge and spin	0.0210	eV
multiplicity	1
net charge	+1
DFT total energy	-4173.88928	a.u.
E_LUMO	-4.451	eV


[4]
C4H8ClN2P | ωB97M-V/def2-TZVPD

Geometry (Å):
C  -0.3099  0.6522  -0.3571
C  0.3658  1.0273  0.9634
C  -1.4714  1.5092  -0.7128
C  1.3878  -2.6109  -0.8465
N  0.1479  -0.3079  -1.0229
N  1.2875  -0.7917  -0.5167
P  1.9219  -0.0828  0.9254
Cl  3.3858  1.0393  -0.0040
H  0.6290  2.1183  0.7845
H  -0.1667  0.8925  1.9507
H  -1.3703  2.5317  -0.3127
H  -2.4219  1.0956  -0.2668
H  -1.6356  1.4802  -1.7975
H  1.8620  -3.0643  0.1020
H  0.3437  -2.9259  -1.1445
H  2.1012  -2.9711  -1.6146

Computed properties:
ΔE to the lowest compared entry with this formula, charge and spin	1.2695	eV
multiplicity	1
DFT total energy	-1068.20126	a.u.
E_LUMO	0.901	eV


Question: Which of these has the lowest DFT total energy?
Answer: C17H17BCl2F2N5O6S2Ti


Question: multiplicity of number 2 (C4H8O)?
Answer: 1


Please write out number 4 again, unchanged.
C4H8ClN2P | ωB97M-V/def2-TZVPD

Geometry (Å):
C  -0.3099  0.6522  -0.3571
C  0.3658  1.0273  0.9634
C  -1.4714  1.5092  -0.7128
C  1.3878  -2.6109  -0.8465
N  0.1479  -0.3079  -1.0229
N  1.2875  -0.7917  -0.5167
P  1.9219  -0.0828  0.9254
Cl  3.3858  1.0393  -0.0040
H  0.6290  2.1183  0.7845
H  -0.1667  0.8925  1.9507
H  -1.3703  2.5317  -0.3127
H  -2.4219  1.0956  -0.2668
H  -1.6356  1.4802  -1.7975
H  1.8620  -3.0643  0.1020
H  0.3437  -2.9259  -1.1445
H  2.1012  -2.9711  -1.6146

Computed properties:
ΔE to the lowest compared entry with this formula, charge and spin	1.2695	eV
multiplicity	1
DFT total energy	-1068.20126	a.u.
E_LUMO	0.901	eV